Entry 1:
31
Properties=species:S:1:pos:R:3:mulliken_charge:R:1 method="wB97M-V/def2-TZVPD" total_charge=+2 homo_lumo_gap_ev=7.60 e_homo_ha=-0.626
Sn 0.8013 0.1410 -0.0901 1.437
C 0.9323 -0.6979 3.5360 -0.545
C 0.6637 -2.0802 3.0516 -0.322
O 1.1469 -2.1901 1.7190 -0.430
O 0.2558 0.3263 2.8898 -0.394
H 1.9860 -0.4190 3.5390 0.291
H 0.6489 -0.7019 4.5885 0.409
H -0.4171 -2.2173 3.0870 0.227
H 1.1596 -2.9120 3.5519 0.375
H 1.9756 -2.6704 1.6546 0.294
H -0.5557 0.4663 3.3832 0.308
C 1.7909 -1.4717 -3.3838 -0.539
C 0.3032 -1.2150 -3.8081 -0.403
O -0.3131 -0.2211 -3.0171 -0.405
O 1.9751 -1.7119 -2.0325 -0.418
H 2.2753 -0.5233 -3.6160 0.273
H 2.3420 -2.2292 -3.9412 0.421
H -0.3104 -2.1069 -3.6814 0.297
H 0.3677 -0.8973 -4.8488 0.377
H -0.9274 0.2889 -3.5502 0.278
H 2.8089 -2.1865 -1.9985 0.302
C -1.6776 2.6985 1.1364 -0.517
C -2.4709 2.3953 -0.1544 -0.327
O -1.8668 1.3047 -0.7977 -0.353
O -0.3098 2.9420 0.8612 -0.464
H -1.7905 1.9477 1.9186 0.181
H -2.2281 3.5582 1.5184 0.395
H -2.5234 3.3013 -0.7582 0.351
H -3.4743 2.2030 0.2256 0.353
H -2.4202 1.0414 -1.5366 0.237
H -0.1480 3.8369 0.5537 0.314


Entry 2:
33
Properties=species:S:1:pos:R:3:mulliken_charge:R:1 method="wB97M-V/def2-TZVPD" total_charge=+2 homo_lumo_gap_ev="6.53 / 2.58" e_homo_ha="-0.557 / -0.555" multiplicity=2 s_squared=1.758
Hg -0.3322 -4.4738 -2.2585 0.826
Hg 3.3732 -2.6759 -1.9607 0.781
C -0.1909 0.0514 -1.2537 -0.357
C 0.7254 -1.1394 -1.3456 0.791
O 1.9587 -1.1520 -1.0147 -0.966
O 0.2087 -2.2179 -1.7367 -0.534
H -0.5996 0.2475 -2.2450 0.351
H 0.3057 0.8802 -0.7491 -0.361
H -1.1185 -0.0627 -0.6928 0.342
C -0.0738 3.7287 -2.0316 -0.508
O 0.2337 5.1074 -1.8885 -0.289
H -0.7387 3.7664 -2.8945 0.345
H 0.8408 3.1554 -2.1827 0.344
H -0.5256 3.2661 -1.1541 0.262
H 0.7686 5.1358 -1.0918 0.376
C -1.2252 0.3987 2.9954 -0.400
O -2.2567 -0.5437 3.3218 -0.508
H -0.2735 -0.1087 3.1530 0.203
H -1.3799 0.7063 1.9612 0.081
H -1.1724 1.1877 3.7456 0.325
H -2.9686 -0.3274 2.7151 0.311
C -1.2236 -4.0944 0.7755 -0.479
O -1.7790 -4.3892 -0.5233 -0.491
H -0.9166 -4.9101 1.4300 0.336
H -0.3731 -3.4137 0.7385 0.132
H -1.9705 -3.4807 1.2792 0.290
H -2.6516 -4.7389 -0.3285 0.317
C 2.1287 1.9833 0.7140 -0.463
O 3.0882 1.2122 -0.0280 -0.270
H 2.5282 2.6956 1.4359 0.365
H 1.3433 2.5409 0.2038 0.075
H 1.5883 1.2415 1.3020 0.329
H 2.6787 0.4236 -0.3914 0.443